A structure of composition C44H58BIrN10O at a distorted geometry. Source: OMol25; level of theory: the ωB97M-V functional and the def2-TZVPD basis.

## Properties
Orbital gap (spin up / spin down): 7.8 / 7.8 eV
Multiplicity: 1
Charge: +2
Relative energy (zero: lowest compared OMol25 entry of this formula, charge and spin): 318.6 kJ/mol
LUMO energy (spin up / spin down): -0.2012 / -0.2011 Eh

Geometry as XYZ:
```
115
Properties=species:S:1:pos:R:3:forces:R:3
Ir 1.137582 0.137060 -1.158120 1.41 -0.77 4.68
C 1.943583 -0.099915 -4.620492 0.07 -0.02 0.08
C 3.102923 -0.043800 -3.688419 0.09 0.09 0.23
C 4.474025 -0.099086 -3.926417 0.16 0.02 0.16
C 5.085337 -0.021088 -2.679317 -0.18 -0.08 -0.55
C 6.540370 -0.033769 -2.374193 0.00 0.04 0.24
N 4.115663 0.074884 -1.752201 0.10 -0.06 0.37
N 2.918988 0.068247 -2.373683 -1.99 0.09 -1.42
B 4.183865 0.186107 -0.210289 -0.10 0.12 -0.35
N 3.505298 1.523442 0.134238 0.29 0.14 0.26
N 2.361891 1.848402 -0.508242 -0.85 -1.35 -0.78
C 2.174725 3.163408 -0.405702 -0.05 0.09 -0.12
C 1.088185 3.889625 -1.120502 0.01 -0.03 0.04
C 3.211471 3.695065 0.366836 0.03 -0.17 0.05
C 4.042491 2.630959 0.679254 -0.24 0.33 0.02
C 5.306659 2.647184 1.465611 0.09 -0.13 -0.17
N 3.383035 -1.000249 0.357734 0.41 -0.26 0.43
N 2.397515 -1.538094 -0.393959 -0.92 1.79 -0.57
C 2.098573 -2.740876 0.100145 -0.06 -0.23 0.14
C 1.144779 -3.686473 -0.547187 0.00 -0.01 0.03
C 2.906111 -2.972764 1.216401 -0.11 0.15 -0.15
C 3.708417 -1.847380 1.348451 -0.18 -0.22 -0.03
C 4.758061 -1.571904 2.365237 0.13 0.06 -0.17
H 2.242293 0.190189 -5.624805 -0.03 0.01 -0.01
H 1.544892 -1.115461 -4.664479 -0.02 0.00 -0.04
H 1.152958 0.565916 -4.269106 -0.02 0.00 -0.06
H 4.969980 -0.172445 -4.878407 0.01 -0.02 -0.01
H 7.100694 -0.108624 -3.301938 0.02 -0.01 0.00
H 6.843099 0.879029 -1.860018 0.03 0.00 -0.01
H 6.804139 -0.878221 -1.736879 0.02 0.00 -0.02
H 5.304466 0.171949 0.176546 0.11 0.01 0.08
H 0.682695 3.260603 -1.911170 0.02 0.12 0.00
H 0.283539 4.167341 -0.439166 0.03 0.05 -0.04
H 1.492259 4.798691 -1.562177 0.00 0.01 0.00
H 3.352785 4.725657 0.642858 -0.01 0.03 -0.03
H 5.371152 3.573405 2.030904 0.00 -0.02 0.03
H 5.363758 1.800873 2.148445 0.02 0.03 0.04
H 6.171791 2.597094 0.802432 0.02 -0.01 0.03
H 0.820181 -3.310267 -1.514537 0.05 -0.10 0.03
H 1.638095 -4.645905 -0.696561 0.01 0.00 -0.01
H 0.271128 -3.861875 0.082756 0.02 -0.05 -0.06
H 2.923870 -3.862294 1.822479 0.06 -0.03 0.00
H 4.771160 -2.372053 3.100672 0.00 0.02 0.03
H 5.743155 -1.516383 1.900056 0.02 0.01 0.04
H 4.574588 -0.623798 2.871998 0.00 -0.01 0.03
C -1.726036 -0.620037 5.496789 0.06 -0.01 0.01
C -0.288055 -1.098322 5.226876 -0.10 -0.04 0.05
C -0.220134 -2.623313 5.403986 0.05 0.08 -0.01
C 0.655178 -0.433113 6.230708 -0.06 -0.05 -0.10
C 0.055707 -0.733404 3.793632 0.08 0.10 -0.11
C 0.984208 0.247737 3.454440 -0.09 -0.19 0.01
C 1.222776 0.534598 2.122381 0.21 0.24 -0.01
N 0.586437 -0.072735 1.128118 -0.64 0.25 -1.17
C -0.320768 -1.013442 1.418915 0.07 -0.02 0.44
C -0.593096 -1.362169 2.730825 0.02 -0.08 -0.08
C -1.017907 -1.608934 0.266070 -0.17 0.08 -0.07
C -2.124425 -2.437056 0.397664 -0.02 0.02 -0.16
C -2.817333 -2.890334 -0.720999 0.05 0.04 0.12
C -2.323792 -2.491878 -1.965019 0.11 0.06 0.05
C -1.196793 -1.704207 -2.031577 -0.33 -0.05 -0.18
N -0.561686 -1.263357 -0.941663 1.08 0.36 -1.19
C -4.052012 -3.768157 -0.623140 -0.10 -0.08 0.00
C -4.462577 -4.036592 0.826723 0.09 0.04 -0.12
C -5.218502 -3.065612 -1.336297 0.08 0.03 0.03
C -3.740602 -5.108165 -1.310844 0.02 0.09 0.05
H -2.003972 -0.862692 6.522409 -0.02 0.00 0.01
H -2.441205 -1.103596 4.829836 -0.02 0.00 0.00
H -1.809594 0.460293 5.368061 -0.01 0.01 0.01
H -0.421412 -2.875163 6.444619 -0.01 -0.01 0.01
H 0.768620 -3.006135 5.146480 0.01 -0.02 0.01
H -0.962043 -3.138938 4.794609 0.00 -0.04 0.00
H 0.412418 -0.779926 7.234041 0.00 0.02 0.02
H 0.546014 0.652350 6.222502 0.05 0.02 0.02
H 1.697142 -0.690613 6.033219 0.02 0.01 0.02
H 1.525138 0.791686 4.213923 0.04 0.02 -0.03
H 1.941987 1.291944 1.840360 -0.04 0.00 0.04
H -1.309733 -2.141184 2.938344 -0.05 -0.01 -0.01
H -2.458077 -2.726231 1.379916 -0.03 0.09 0.05
H -2.806686 -2.788822 -2.884514 0.02 -0.04 -0.01
H -0.788263 -1.396086 -2.984006 0.01 0.02 0.02
H -4.659160 -3.105621 1.362157 -0.03 -0.02 0.05
H -3.700445 -4.607666 1.360507 -0.01 0.01 0.05
H -5.379891 -4.623269 0.836378 0.00 -0.02 0.01
H -5.465380 -2.128802 -0.833641 -0.03 0.01 -0.02
H -6.098709 -3.707173 -1.311874 -0.01 -0.01 -0.01
H -4.992141 -2.844040 -2.378938 -0.02 -0.03 -0.02
H -2.908484 -5.609226 -0.813417 0.00 -0.04 -0.02
H -3.479697 -4.972349 -2.360337 -0.03 -0.03 -0.02
H -4.613170 -5.758384 -1.256460 0.00 -0.01 -0.02
C -3.760875 4.814022 -0.881430 -0.12 0.28 -0.04
N -3.002950 3.604509 -0.606307 -0.11 -0.20 0.22
N -2.371801 2.887849 -1.599253 0.48 -0.06 -0.06
C -1.404241 2.093845 -1.034635 -0.28 0.36 0.68
O -0.681664 1.334921 -1.741671 1.32 -0.54 -0.52
C -1.466934 2.336207 0.359947 0.07 -0.21 -0.06
C -2.446834 3.274738 0.576071 -0.04 -0.15 -0.23
C -2.898581 3.898896 1.845272 0.02 0.13 -0.03
C -2.905176 2.777862 -2.913502 -0.28 -0.08 -0.26
C -4.283478 2.696059 -3.091960 0.08 -0.08 0.09
C -4.803133 2.601252 -4.371702 -0.01 0.03 -0.04
C -3.954960 2.572535 -5.469480 -0.02 -0.04 0.04
C -2.581455 2.614916 -5.280304 -0.04 0.00 -0.05
C -2.049276 2.719088 -4.004642 0.10 0.10 0.08
H -3.754689 5.008871 -1.948892 0.01 -0.03 -0.01
H -3.305494 5.664353 -0.373865 0.04 -0.05 -0.01
H -4.793941 4.719318 -0.548682 0.02 -0.09 -0.03
H -0.853259 1.860762 1.102029 -0.03 0.08 0.03
H -2.472606 3.363962 2.689830 0.01 0.01 0.01
H -3.985093 3.879349 1.927625 0.00 -0.01 0.00
H -2.580550 4.941946 1.901021 0.00 0.00 0.03
H -4.947832 2.692083 -2.237692 0.01 0.02 0.03
H -5.874341 2.545403 -4.508185 -0.01 0.01 -0.01
H -4.366188 2.510510 -6.467346 0.01 -0.01 -0.01
H -1.920979 2.580525 -6.135881 0.03 0.00 0.01
H -0.979789 2.751930 -3.853262 0.00 0.06 -0.01
```
Forces are in eV/Å.